(1)
Below is an isolated ion of composition C6H13N2O3 and charge +1, with properties calculated with ωB97M-V/def2-TZVPD.

## Properties
orbital gap = 11.5 eV
SMILES = CO[N@H+]1CC/N=C\OCCO1

Structure (ORCA input):
```
! RIJCOSX wB97M-V def2-TZVPD def2/J DEFGRID3
* xyz 1 1
C 1.055 2.298 -0.281
C 0.905 0.631 -1.948
C -0.292 -0.200 -1.391
C -1.036 -2.849 -0.433
C 0.439 1.478 1.911
C -0.415 0.193 2.073
N 0.897 2.074 -1.497
N -0.086 -0.759 -0.050
O 1.178 1.332 0.705
O -0.092 -2.072 0.270
O -1.037 -0.058 0.777
H 1.069 3.333 0.167
H 1.811 0.049 -1.755
H 0.821 1.006 -3.036
H -1.108 0.507 -1.374
H -0.617 -1.019 -2.045
H -2.187 -2.581 -0.133
H -0.769 -3.928 -0.200
H -0.879 -2.795 -1.446
H 1.112 1.750 2.679
H -0.352 2.220 1.790
H -1.424 0.546 2.677
H 0.060 -0.678 2.292
H 0.945 -0.477 0.248
*
```

Calculated atomic charges, method natural (NBO), unit e: C 0.4220; C -0.3019; C -0.2919; C -0.2992; C -0.1005; C -0.1012; N -0.4311; N 0.1270; O -0.5842; O -0.3173; O -0.3476; H 0.1909; H 0.2127; H 0.2882; H 0.2709; H 0.2497; H 0.2182; H 0.2503; H 0.1858; H 0.2247; H 0.2012; H 0.2532; H 0.1983; H 0.4818

***

(2)
Below is a 2-piece molecular cluster, C6H13N2OS overall, with properties calculated with ωB97M-V/def2-TZVPD.

## Properties
orbital gap = 8.6 eV

Structure (ORCA input):
```
! RIJCOSX wB97M-V def2-TZVPD def2/J DEFGRID3
* xyz 1 1
C 0.340 2.703 0.824
C -1.222 -2.095 -1.127
C -0.149 -1.052 -0.752
C -2.325 -2.093 -0.044
C 0.045 -1.136 0.727
C 1.235 -0.693 1.293
N -0.179 3.773 0.221
N 1.200 1.894 0.416
O 1.667 2.057 -0.877
S -1.402 -1.582 1.447
H -1.605 -1.871 -2.219
H -0.848 -3.168 -1.195
H 0.754 -1.108 -1.470
H -0.403 -0.073 -0.985
H -3.107 -1.278 -0.057
H -2.870 -3.053 0.006
H 1.105 -0.802 2.323
H 1.261 0.463 0.890
H 0.090 2.559 1.817
H -0.445 4.534 0.792
H 0.312 4.164 -0.624
H 2.129 -1.140 1.118
H 2.664 2.084 -0.953
*
```

Calculated atomic charges, method natural (NBO), unit e: C 0.2795; C -0.4220; C -0.5159; C -0.5337; C 0.1280; C -0.7746; N -0.7796; N -0.2305; O -0.6021; S 0.5238; H 0.2571; H 0.2394; H 0.2681; H 0.2605; H 0.2430; H 0.2704; H 0.2315; H 0.3502; H 0.2001; H 0.4054; H 0.4156; H 0.2842; H 0.5015

***

(3)
Below is a 3-piece molecular cluster, C6H13N2OS overall, with properties calculated with ωB97M-V/def2-TZVPD.

## Properties
orbital gap = 8.9 eV

Structure (ORCA input):
```
! RIJCOSX wB97M-V def2-TZVPD def2/J DEFGRID3
* xyz 1 1
C -2.637 0.871 2.042
C 4.007 -0.632 0.828
C -2.477 0.081 0.995
C 0.194 0.690 -1.094
C -3.532 -0.617 -1.230
C -2.559 -0.669 -0.035
N 3.077 -0.706 -0.057
N 1.217 0.898 -0.411
O -0.557 1.452 -1.842
S 5.370 -1.621 0.923
H -1.851 1.500 2.262
H -3.326 0.656 2.963
H 4.075 0.162 1.595
H -4.177 0.232 -1.041
H -4.120 -1.594 -1.277
H -2.842 -0.502 -2.095
H -1.883 -1.530 -0.214
H 0.076 -0.357 -1.418
H 3.378 -1.407 -0.745
H 1.931 0.054 -0.338
H 1.699 1.750 -0.137
H -0.753 2.404 -1.714
H 5.690 -1.116 2.040
*
```

Calculated atomic charges, method natural (NBO), unit e: C -0.4737; C -0.0052; C 0.0544; C 0.5656; C -0.6193; C -0.2813; N -0.7107; N -0.7117; O -0.6321; S 0.1842; H 0.2039; H 0.2419; H 0.2108; H 0.2253; H 0.2392; H 0.2113; H 0.2078; H 0.1914; H 0.3710; H 0.4359; H 0.4206; H 0.5375; H 0.1331

***

(4)
Below is an isolated ion of composition C6H13N2OS and charge +1, with properties calculated with ωB97M-V/def2-TZVPD.

## Properties
orbital gap = 9.8 eV
SMILES = C=C[C@]1([NH3+])OCCS[C@@H]1N

Structure (ORCA input):
```
! RIJCOSX wB97M-V def2-TZVPD def2/J DEFGRID3
* xyz 1 1
C -2.837 -0.596 0.293
C -2.024 0.258 -0.281
C 1.498 1.471 -0.598
C 2.463 0.286 -0.544
C 0.072 -1.179 0.086
C -0.483 0.265 0.200
N -0.085 -1.588 -1.235
N -0.454 0.589 1.719
O 0.138 1.138 -0.623
S 1.961 -0.860 0.809
H -3.870 -0.595 -0.118
H -2.458 -1.122 1.258
H -2.043 0.968 -1.060
H 1.497 2.252 0.308
H 1.780 1.978 -1.440
H 2.529 -0.192 -1.421
H 3.555 0.471 -0.428
H -0.246 -1.861 0.723
H 0.048 -0.990 -2.014
H 0.163 -2.469 -1.559
H 0.571 0.545 1.893
H -0.773 -0.220 2.186
H -1.002 1.451 1.846
*
```

Calculated atomic charges, method natural (NBO), unit e: C -0.3608; C -0.2128; C -0.0662; C -0.5505; C -0.0630; C 0.3894; N -0.8137; N -0.7573; O -0.5211; S 0.0393; H 0.2559; H 0.1904; H 0.2420; H 0.1751; H 0.2182; H 0.2217; H 0.2746; H 0.1999; H 0.3913; H 0.4009; H 0.4563; H 0.4314; H 0.4589

***

(5)
Below is one molecule with the formula C6H13N3, with properties calculated with ωB97M-V/def2-TZVPD.

## Properties
orbital gap = 8.7 eV
SMILES = CN1C=NC(C)(C)CN1

Structure (ORCA input):
```
! RIJCOSX wB97M-V def2-TZVPD def2/J DEFGRID3
* xyz 0 1
C 1.835 2.081 0.871
C 0.007 -0.023 -1.341
C -0.881 -0.765 -0.310
C -1.056 -2.323 -0.543
C -2.315 -0.333 -0.194
C 0.900 -0.040 1.229
H 1.111 2.729 1.352
H 2.712 1.894 1.567
H 2.536 2.516 0.238
H 1.062 1.800 -1.376
H 0.688 -0.717 -1.643
H -0.638 0.225 -2.155
H -1.584 -2.484 -1.492
H -0.185 -2.922 -0.322
H -1.765 -2.572 0.220
H -3.100 -0.367 -1.004
H -2.504 0.784 0.301
H -2.880 -0.973 0.485
H 1.684 -0.131 2.090
N 1.374 0.783 0.287
N 0.524 1.152 -0.779
N -0.195 -0.700 0.988
*
```

Calculated atomic charges, method natural (NBO), unit e: C -0.4441; C -0.2475; C 0.0860; C -0.6018; C -0.6324; C 0.2611; H 0.2086; H 0.2093; H 0.2065; H 0.3738; H 0.1743; H 0.2059; H 0.2006; H 0.2193; H 0.2159; H 0.2257; H 0.2125; H 0.2194; H 0.1993; N -0.3031; N -0.4638; N -0.5256

***

(6)
Below is C6H13N3 as an isolated structure, with properties calculated with ωB97M-V/def2-TZVPD.

## Properties
orbital gap = 9.0 eV

Structure (ORCA input):
```
! RIJCOSX wB97M-V def2-TZVPD def2/J DEFGRID3
* xyz 0 1
C 1.175 -0.881 0.527
C -1.584 -1.064 -1.262
C 1.703 -0.026 1.645
N -1.520 -0.228 -0.070
C -1.087 1.098 -0.218
N 2.090 -1.708 -0.086
C 0.243 1.299 -0.904
C -1.715 2.127 0.362
N 1.207 0.504 -0.866
H -2.368 -0.285 0.480
H 0.298 -1.447 0.839
H 2.802 -1.129 -0.535
H 1.694 -2.338 -0.772
H 0.305 2.274 -1.421
H -1.775 -2.100 -0.960
H -2.365 -0.744 -1.966
H -0.621 -1.027 -1.768
H 1.940 -0.664 2.499
H 2.577 0.525 1.312
H 0.936 0.687 1.939
H -2.641 2.008 0.908
H -1.293 3.120 0.315
*
```

Calculated atomic charges, method natural (NBO), unit e: C 0.1914; C -0.4184; C -0.6561; N -0.6222; C 0.1134; N -0.8230; C 0.0173; C -0.4698; N -0.4908; H 0.3722; H 0.2076; H 0.3819; H 0.3687; H 0.1689; H 0.1978; H 0.1810; H 0.2145; H 0.2204; H 0.2209; H 0.2236; H 0.1950; H 0.2058

***

(7)
Below is C6H13N3 as an isolated structure, with properties calculated with ωB97M-V/def2-TZVPD.

## Properties
orbital gap = 7.1 eV

Structure (ORCA input):
```
! RIJCOSX wB97M-V def2-TZVPD def2/J DEFGRID3
* xyz 0 1
C -0.260 0.274 0.658
C 1.676 -1.451 -0.714
C -0.656 -2.194 -0.703
C 0.825 0.370 1.698
N 0.279 -1.096 -0.602
C -0.169 0.716 -0.668
C -1.750 2.960 0.503
N -1.167 2.111 1.211
N -0.258 1.460 -1.626
H -1.208 -0.151 0.962
H 0.016 1.104 -2.537
H -0.473 -2.955 0.070
H 1.890 -1.941 -1.673
H 1.999 -2.126 0.093
H 2.303 -0.557 -0.662
H -0.593 -2.688 -1.681
H -1.679 -1.829 -0.580
H 1.129 -0.629 2.013
H 0.423 0.881 2.571
H 1.687 0.925 1.327
H -1.739 2.992 -0.609
H -2.274 3.825 0.951
*
```

Calculated atomic charges, method natural (NBO), unit e: C -0.0457; C -0.4211; C -0.4144; C -0.6273; N -0.5304; C 0.5942; C -0.1382; N -0.6020; N -0.5816; H 0.2627; H 0.4048; H 0.1839; H 0.1867; H 0.1832; H 0.2014; H 0.1852; H 0.2015; H 0.2168; H 0.2681; H 0.2203; H 0.1160; H 0.1359

***

(8)
Below is C6H13N3 as an isolated structure, with properties calculated with ωB97M-V/def2-TZVPD.

## Properties
orbital gap = 8.1 eV

Structure (ORCA input):
```
! RIJCOSX wB97M-V def2-TZVPD def2/J DEFGRID3
* xyz 0 1
C 1.503 -1.003 -0.277
C 1.005 0.398 -0.274
C 1.143 0.992 1.035
C -0.356 0.875 -0.808
C -1.513 0.203 -0.596
C -1.512 -1.213 -0.183
H 2.660 -0.757 -0.043
H 1.540 -1.356 -1.401
H 0.973 -1.663 0.323
H 1.832 0.923 -0.810
H 1.339 2.247 0.874
H 0.168 0.651 1.644
H 2.077 0.470 1.687
H -1.152 2.978 -0.328
H 0.869 2.469 -1.276
H -2.273 0.805 -0.889
H -1.838 -2.152 1.656
H -1.638 -0.322 1.642
H -1.436 -3.275 -0.834
N -0.376 2.151 -1.193
N -1.425 -1.242 1.126
N -1.591 -2.180 -1.076
*
```

Calculated atomic charges, method natural (NBO), unit e: C -0.5851; C -0.3185; C -0.5865; C 0.2029; C -0.3706; C 0.4206; H 0.2058; H 0.2238; H 0.2178; H 0.1911; H 0.2152; H 0.2032; H 0.2201; H 0.3742; H 0.3750; H 0.2194; H 0.3957; H 0.4058; H 0.3441; N -0.7922; N -0.8184; N -0.7433

***

(9)
Below is one molecule with the formula C6H13N3, with properties calculated with ωB97M-V/def2-TZVPD.

## Properties
orbital gap = 10.3 eV
SMILES = [H]/N=C/C(C)(C)[C@H](N)N=C

Structure (ORCA input):
```
! RIJCOSX wB97M-V def2-TZVPD def2/J DEFGRID3
* xyz 0 1
C -0.102 0.532 0.048
C -0.527 -0.960 0.246
C 1.343 0.688 -0.456
C -1.053 1.249 -0.930
N 0.383 -1.748 1.068
C -0.300 1.238 1.387
C 0.153 -2.138 -1.671
N -0.828 -1.627 -1.021
N 0.464 2.192 1.808
H -1.479 -0.952 0.793
H -0.136 -2.541 1.442
H 0.708 -1.204 1.864
H 0.120 2.549 2.707
H -1.180 0.948 1.989
H -0.866 2.330 -0.941
H 2.053 0.131 0.165
H 1.665 1.736 -0.441
H 1.448 0.339 -1.488
H -0.930 0.885 -1.956
H -2.101 1.106 -0.642
H 1.204 -2.106 -1.341
H -0.037 -2.647 -2.629
*
```

Calculated atomic charges, method natural (NBO), unit e: C -0.1444; C 0.0965; C -0.6186; C -0.5965; N -0.8533; C 0.1466; C -0.0485; N -0.4153; N -0.6203; H 0.1592; H 0.3658; H 0.3645; H 0.3388; H 0.1566; H 0.2192; H 0.2210; H 0.2375; H 0.2098; H 0.2262; H 0.2134; H 0.1689; H 0.1731

***

(10)
Below is one molecule with the formula C6H13N3, with properties calculated with ωB97M-V/def2-TZVPD.

## Properties
orbital gap (alpha / beta) = 5.7 / 8.0 eV

Structure (ORCA input):
```
! RIJCOSX wB97M-V def2-TZVPD def2/J DEFGRID3
* xyz 0 3
C 0.922 1.006 0.186
C 0.629 -0.476 0.332
C -0.832 -0.445 0.011
C 2.274 1.549 -0.029
C 1.424 -1.352 -0.707
C -1.740 -1.529 0.467
N -0.186 1.672 0.374
N -1.296 0.892 0.486
N -2.568 1.315 0.079
H 0.913 -0.856 1.240
H -0.859 -0.455 -1.073
H 2.664 0.992 -0.956
H 2.859 1.280 0.786
H 2.201 2.645 -0.077
H 1.171 -0.968 -1.691
H 1.035 -2.304 -0.592
H 2.432 -1.497 -0.518
H -1.209 -2.278 1.007
H -2.258 -2.048 -0.391
H -2.447 -1.203 1.212
H -2.632 2.200 0.660
H -2.497 1.860 -0.806
*
```

Calculated atomic charges, method natural (NBO), unit e: C 0.1789; C -0.2827; C -0.0852; C -0.6538; C -0.5932; C -0.6248; N -0.3973; N 0.0630; N -0.6361; H 0.1998; H 0.1894; H 0.2139; H 0.2115; H 0.2318; H 0.2011; H 0.2024; H 0.2128; H 0.2113; H 0.2162; H 0.2300; H 0.3654; H 0.3455

***

(11)
Below is one molecule with the formula C6H13N3O, with properties calculated with ωB97M-V/def2-TZVPD.

## Properties
orbital gap = 10.0 eV
SMILES = [H]/N=C(/C)N(C)CCC(N)=O

Structure (ORCA input):
```
! RIJCOSX wB97M-V def2-TZVPD def2/J DEFGRID3
* xyz 0 1
C 0.089 0.160 -1.275
C 0.717 -1.218 -1.317
C 0.065 1.816 0.579
C -2.637 0.196 0.147
N -0.109 0.405 0.189
C 2.141 -0.817 -0.459
C -1.294 -0.202 0.702
N 2.269 -0.772 0.892
N -1.262 -1.123 1.598
O 3.163 -0.850 -1.134
H 1.488 -0.562 1.500
H 3.194 -0.755 1.297
H -0.294 -1.369 1.809
H 0.762 0.920 -1.694
H -0.851 0.274 -1.828
H 0.956 -1.489 -2.348
H 0.219 -1.985 -0.726
H -0.715 2.441 0.139
H 0.019 1.900 1.669
H 1.043 2.181 0.254
H -3.421 0.037 0.890
H -2.664 1.243 -0.167
H -2.877 -0.431 -0.716
*
```

Calculated atomic charges, method natural (NBO), unit e: C -0.2294; C -0.4574; C -0.4059; C -0.7044; N -0.5426; C 0.6836; C 0.4694; N -0.8401; N -0.6170; O -0.6328; H 0.3990; H 0.4044; H 0.3264; H 0.2146; H 0.1855; H 0.2339; H 0.2221; H 0.1751; H 0.2073; H 0.2133; H 0.2471; H 0.2131; H 0.2348

***

(12)
Below is a 3-piece molecular cluster, C6H13N4 overall, with properties calculated with ωB97M-V/def2-TZVPD.

## Properties
orbital gap = 8.6 eV

Structure (ORCA input):
```
! RIJCOSX wB97M-V def2-TZVPD def2/J DEFGRID3
* xyz 1 1
C 2.500 -1.547 -0.369
C 1.843 -0.422 0.014
C 0.765 -2.172 0.756
C -2.568 -1.301 -0.093
C -3.472 -0.439 -0.499
C -0.309 -0.067 1.019
N 1.787 -2.599 0.067
N 0.779 -0.734 0.783
N -0.528 1.111 0.324
N 1.588 3.011 -0.473
H 3.420 -1.669 -0.989
H 2.188 0.628 -0.045
H -0.110 -2.770 1.106
H -2.566 -2.250 0.524
H -0.946 -0.338 1.699
H -1.470 -1.121 -0.473
H -3.028 0.287 -1.244
H -4.458 -0.720 -0.167
H -1.120 1.897 0.649
H 0.277 1.297 -0.187
H 1.403 4.037 -0.497
H 2.609 3.021 -0.406
H 1.414 2.859 -1.496
*
```

Calculated atomic charges, method natural (NBO), unit e: C -0.0043; C -0.1228; C 0.2061; C -0.4098; C -0.3936; C 0.4908; N -0.3732; N -0.3925; N -0.6874; N -1.1128; H 0.2564; H 0.2466; H 0.2397; H 0.2145; H 0.2187; H 0.1435; H 0.2313; H 0.2393; H 0.4524; H 0.4266; H 0.3864; H 0.3780; H 0.3661

***

Question: What is the formula in the fourth record?
Answer: C6H13N2OS

***

Repeat the seventh record exactly.
Below is C6H13N3 as an isolated structure, with properties calculated with ωB97M-V/def2-TZVPD.

## Properties
orbital gap = 7.1 eV

Structure (ORCA input):
```
! RIJCOSX wB97M-V def2-TZVPD def2/J DEFGRID3
* xyz 0 1
C -0.260 0.274 0.658
C 1.676 -1.451 -0.714
C -0.656 -2.194 -0.703
C 0.825 0.370 1.698
N 0.279 -1.096 -0.602
C -0.169 0.716 -0.668
C -1.750 2.960 0.503
N -1.167 2.111 1.211
N -0.258 1.460 -1.626
H -1.208 -0.151 0.962
H 0.016 1.104 -2.537
H -0.473 -2.955 0.070
H 1.890 -1.941 -1.673
H 1.999 -2.126 0.093
H 2.303 -0.557 -0.662
H -0.593 -2.688 -1.681
H -1.679 -1.829 -0.580
H 1.129 -0.629 2.013
H 0.423 0.881 2.571
H 1.687 0.925 1.327
H -1.739 2.992 -0.609
H -2.274 3.825 0.951
*
```

Calculated atomic charges, method natural (NBO), unit e: C -0.0457; C -0.4211; C -0.4144; C -0.6273; N -0.5304; C 0.5942; C -0.1382; N -0.6020; N -0.5816; H 0.2627; H 0.4048; H 0.1839; H 0.1867; H 0.1832; H 0.2014; H 0.1852; H 0.2015; H 0.2168; H 0.2681; H 0.2203; H 0.1160; H 0.1359

***

What did the twelfth record say?
Below is a 3-piece molecular cluster, C6H13N4 overall, with properties calculated with ωB97M-V/def2-TZVPD.

## Properties
orbital gap = 8.6 eV

Structure (ORCA input):
```
! RIJCOSX wB97M-V def2-TZVPD def2/J DEFGRID3
* xyz 1 1
C 2.500 -1.547 -0.369
C 1.843 -0.422 0.014
C 0.765 -2.172 0.756
C -2.568 -1.301 -0.093
C -3.472 -0.439 -0.499
C -0.309 -0.067 1.019
N 1.787 -2.599 0.067
N 0.779 -0.734 0.783
N -0.528 1.111 0.324
N 1.588 3.011 -0.473
H 3.420 -1.669 -0.989
H 2.188 0.628 -0.045
H -0.110 -2.770 1.106
H -2.566 -2.250 0.524
H -0.946 -0.338 1.699
H -1.470 -1.121 -0.473
H -3.028 0.287 -1.244
H -4.458 -0.720 -0.167
H -1.120 1.897 0.649
H 0.277 1.297 -0.187
H 1.403 4.037 -0.497
H 2.609 3.021 -0.406
H 1.414 2.859 -1.496
*
```

Calculated atomic charges, method natural (NBO), unit e: C -0.0043; C -0.1228; C 0.2061; C -0.4098; C -0.3936; C 0.4908; N -0.3732; N -0.3925; N -0.6874; N -1.1128; H 0.2564; H 0.2466; H 0.2397; H 0.2145; H 0.2187; H 0.1435; H 0.2313; H 0.2393; H 0.4524; H 0.4266; H 0.3864; H 0.3780; H 0.3661